--- A ---
Formula: C4H11N2OPS
Source: OMol25
Level of theory: ωB97M-V with the def2-TZVPD basis set

* E_LUMO: 0.01748 hartree
* highest occupied orbital energy: -8.4 eV
* orbital gap: 8.901 eV

Each line ends with the natural charge from an NBO analysis.
CARTESIAN COORDINATES (ANGSTROEM)
C 0.7683 -1.1801 1.5873  -0.26
C 2.2398 -0.6595 1.2925  -0.47
C -2.2272 0.6757 -1.3620  -0.44
C -0.1187 -0.1862 -1.9831  -0.45
N -0.0556 -0.0324 1.8598  -1.02
N -1.0420 -0.0563 -0.8749  -0.62
O -0.3976 2.4352 0.8927  -1.06
P 0.0456 1.1048 0.6815  1.96
S 2.1018 0.9597 0.3380  -0.12
H 0.1357 -1.6381 0.8441  0.24
H 1.0333 -1.8504 2.4184  0.22
H 2.9343 -0.2932 2.1165  0.24
H 2.5972 -1.3777 0.6841  0.21
H -2.9578 0.0241 -1.9231  0.19
H -2.6289 1.0483 -0.4994  0.20
H -2.1783 1.4895 -2.0485  0.18
H -0.5094 -0.8930 -2.7370  0.19
H -0.1338 0.8131 -2.6113  0.17
H 0.8680 -0.5104 -1.4403  0.20
H -0.4747 0.1268 2.7648  0.43

--- B ---
Formula: C4H11N2OPS
Source: OMol25
Level of theory: ωB97M-V with the def2-TZVPD basis set

* structure (SMILES): CN(C)[P@@]1(=O)NCCS1
* E_LUMO: 0.02611 hartree
* highest occupied orbital energy: -9.2 eV
* orbital gap: 9.878 eV

Each line ends with the natural charge from an NBO analysis.
CARTESIAN COORDINATES (ANGSTROEM)
C 2.0206 0.0859 -0.7703  -0.43
N 0.8893 -0.6035 -0.1669  -0.76
C 1.2121 -1.9596 0.2271  -0.41
P 0.3518 0.3466 1.1871  2.05
O 1.3899 0.7477 2.1300  -1.08
N -0.5306 1.6525 0.6647  -0.95
C -1.8948 1.3052 0.2363  -0.23
C -2.3960 0.5541 1.4393  -0.51
S -1.2562 -0.7819 1.9932  -0.11
H 1.7357 1.0419 -1.1008  0.19
H 2.8351 0.2265 -0.0065  0.20
H 2.4928 -0.5385 -1.6507  0.21
H 0.4843 -2.4023 0.7823  0.21
H 1.2797 -2.6116 -0.7595  0.19
H 2.1565 -1.9240 0.7190  0.19
H -0.0079 2.0843 -0.0445  0.39
H -1.8535 0.7702 -0.7014  0.19
H -2.3567 2.2089 0.0289  0.21
H -2.4966 1.1999 2.2978  0.23
H -3.3742 0.0071 1.2039  0.23

--- C ---
Formula: C4H11N2OPS
Source: OMol25
Level of theory: ωB97M-V with the def2-TZVPD basis set

* E_LUMO: -0.01604 hartree
* highest occupied orbital energy: -7.8 eV
* orbital gap: 7.378 eV

Each line ends with the natural charge from an NBO analysis.
CARTESIAN COORDINATES (ANGSTROEM)
C -0.3375 -0.8644 0.0942  -0.63
C 2.4883 -1.1245 0.0705  -0.70
C 1.4186 1.1599 -0.9078  -0.69
C 1.8301 0.2198 0.2352  0.08
N -3.2733 -0.7355 -0.1309  -1.14
N -1.9351 1.0798 1.4958  -1.24
O -1.7534 1.2619 -1.1036  -1.10
P -1.8498 0.2524 -0.0325  2.12
S -0.4558 -2.4266 0.0070  0.11
H 3.1125 -1.0972 -0.8926  0.22
H 1.7426 -1.9145 -0.0762  0.25
H 3.2142 -1.3233 0.8981  0.23
H 2.3324 1.6752 -1.0026  0.21
H 0.5293 1.8048 -0.8408  0.27
H 1.3390 0.7432 -1.9299  0.22
H 1.9117 0.7411 1.1575  0.19
H -2.8745 -1.7043 0.1890  0.39
H -3.4518 -0.7521 -1.0990  0.39
H -2.1903 2.0527 1.3755  0.40
H -1.7973 0.9514 2.4928  0.42

Tell me which of them is the most stable. Sure, it is B.

--- A ---
Formula: C8H8N4
Source: OMol25
Level of theory: ωB97M-V with the def2-TZVPD basis set

* structure (SMILES): c1cncnc1.c1cncnc1
* E_LUMO: 0.02192 hartree
* highest occupied orbital energy: -9.6 eV
* orbital gap: 10.244 eV

Each line ends with the natural charge from an NBO analysis.
CARTESIAN COORDINATES (ANGSTROEM)
C 3.2780 -1.2106 5.8746  -0.30
C 3.3256 0.2076 5.6144  0.08
N 2.3679 0.8815 5.0980  -0.46
C 1.3564 0.1219 4.6727  0.26
N 1.1241 -1.1437 4.9112  -0.44
C 2.1161 -1.8437 5.4821  0.06
H 4.0956 -1.6880 6.4307  0.23
H 4.0452 0.8968 6.0757  0.20
H 0.6606 0.7361 4.0860  0.17
H 2.0731 -2.9225 5.6818  0.20
C -0.2658 3.7834 4.6127  -0.30
C -1.0586 4.9853 4.6352  0.07
N -1.5136 5.5923 3.5812  -0.44
C -1.1939 5.0131 2.4458  0.25
N -0.2282 4.0485 2.2731  -0.45
C 0.2419 3.4454 3.3420  0.06
H 0.1084 3.2675 5.5067  0.23
H -1.2233 5.5165 5.5820  0.19
H -1.4609 5.4376 1.4691  0.19
H 0.8547 2.5461 3.1963  0.20

--- B ---
Formula: C8H8N4
Source: OMol25
Level of theory: ωB97M-V with the def2-TZVPD basis set

* structure (SMILES): c1cncnc1.c1cncnc1
* E_LUMO: 0.01039 hartree
* highest occupied orbital energy: -9.6 eV
* orbital gap: 9.926 eV

Each line ends with the natural charge from an NBO analysis.
CARTESIAN COORDINATES (ANGSTROEM)
C -1.2233 2.6404 -0.9582  -0.31
C -0.1312 2.1899 -0.2375  0.07
N 0.4428 0.9716 -0.4274  -0.47
C 0.0068 0.3422 -1.5187  0.26
N -0.9889 0.6248 -2.3341  -0.44
C -1.6309 1.7406 -1.9897  0.09
H -1.8067 3.5415 -0.7271  0.24
H 0.2741 2.6704 0.6628  0.21
H 0.4450 -0.6361 -1.7566  0.18
H -2.5545 1.8679 -2.5696  0.20
C 1.4089 -1.5075 0.3416  -0.32
C 0.5545 -2.5911 0.4943  0.05
N -0.2002 -2.8120 1.5903  -0.44
C -0.1513 -1.7871 2.3996  0.25
N 0.5565 -0.6630 2.3540  -0.47
C 1.3755 -0.5217 1.3174  0.11
H 2.0004 -1.2821 -0.5556  0.22
H 0.6291 -3.3094 -0.3327  0.19
H -0.9041 -1.8871 3.1925  0.17
H 1.8974 0.4079 1.0547  0.22

Tell me which of them is the most stable. Sure, it is A.